The following is a DFT calculation (ωB97M-V with the def2-TZVPD basis set) of C17H30FGaNO2S as an isolated structure.

Last column: Mulliken charge in e.
Geometry (Å):
C  1.099  -1.400  -4.619  -0.70
C  1.320  -0.147  -4.100  -0.66
C  0.976  0.139  -2.668  -0.13
Ga  2.409  -0.751  -1.476  -0.11
C  3.451  0.687  -0.459  -0.85
C  3.036  0.891  0.973  0.52
C  2.199  1.966  1.283  -0.84
C  1.805  2.231  2.570  -0.53
C  2.226  1.451  3.635  -0.69
C  3.046  0.377  3.335  -0.49
C  3.445  0.098  2.045  1.22
C  4.382  -1.097  1.822  -1.76
S  1.562  -2.483  -0.131  0.95
O  2.541  -3.545  -0.149  -0.67
O  0.358  -2.984  -0.796  -0.52
F  1.155  -2.036  1.394  -0.23
H  1.587  -2.285  -4.200  0.21
H  0.421  -1.523  -5.471  0.25
H  1.792  0.618  -4.731  0.32
H  -0.030  -0.232  -2.465  0.24
H  1.068  1.224  -2.518  0.34
H  3.447  -1.449  -2.478  -0.29
H  4.524  0.468  -0.536  0.45
H  3.266  1.632  -0.992  0.56
H  1.834  2.647  0.511  0.28
H  1.172  3.088  2.811  0.37
H  1.937  1.659  4.662  0.41
H  3.383  -0.222  4.183  0.34
H  3.870  -2.004  2.160  0.32
H  4.592  -1.173  0.752  0.20
H  5.307  -0.902  2.380  0.48
C  -5.446  1.169  -0.773  -1.44
C  -4.660  0.035  -0.128  -0.35
N  -3.295  -0.063  -0.601  0.22
C  -2.631  -1.300  -0.207  -0.38
C  -2.398  -1.537  1.284  -0.94
C  -2.489  1.142  -0.478  -0.02
C  -2.310  1.747  0.919  -0.92
H  -5.423  1.092  -1.861  0.33
H  -6.489  1.124  -0.452  0.44
H  -5.061  2.149  -0.485  0.29
H  -5.174  -0.899  -0.373  0.45
H  -4.715  0.144  0.967  0.26
H  -1.674  -1.386  -0.726  0.05
H  -3.228  -2.136  -0.590  0.36
H  -1.579  -0.926  1.663  0.08
H  -2.118  -2.579  1.447  0.39
H  -3.290  -1.340  1.883  0.32
H  -2.927  1.908  -1.125  0.39
H  -1.504  0.954  -0.912  -0.34
H  -3.247  1.786  1.481  0.29
H  -1.944  2.773  0.830  0.40
H  -1.576  1.200  1.510  0.15

Calculated values
Calculated total energy (a.u.): -3293.78641
HOMO level (eV): -4.16
M (u): 401.22
Total charge: -1
LUMO energy (eV): 2.97

=====

The following is a DFT calculation (ωB97M-V with the def2-TZVPD basis set) of one molecule with the formula C17H30FN3O6S.

Last column: Mulliken charge in e.
Geometry (Å):
C  -2.102  -3.497  3.212  -1.87
C  -1.834  -2.695  1.939  0.84
C  -3.023  -1.760  1.650  -1.11
C  -2.955  -1.296  0.215  0.54
O  -3.281  -2.004  -0.724  -0.69
N  -2.384  -0.090  -0.003  0.25
C  -2.052  1.076  0.806  -1.21
C  -1.489  1.730  -0.474  1.80
F  -2.119  2.930  -0.777  -0.49
C  0.020  1.907  -0.444  -0.18
O  0.671  1.146  0.252  -0.65
N  0.614  2.948  -1.091  0.22
C  2.046  3.084  -0.834  -1.43
C  2.840  2.058  -1.639  -0.03
S  4.580  2.214  -1.385  1.26
O  5.254  1.176  -2.102  -0.63
O  4.937  3.588  -1.541  -0.62
O  4.717  1.899  0.173  -0.50
C  0.109  3.716  -2.220  -0.50
C  -0.806  2.944  -3.164  0.21
N  -1.821  3.656  -3.697  -0.33
O  -0.556  1.797  -3.475  -0.60
C  -2.010  0.509  -1.273  -1.09
C  -0.499  -1.930  2.014  0.35
C  0.678  -2.537  1.229  2.33
C  0.927  -3.996  1.616  -2.13
C  1.929  -1.712  1.546  -1.84
C  0.394  -2.435  -0.273  -1.22
H  -2.214  -2.826  4.068  0.39
H  -3.016  -4.087  3.123  0.47
H  -1.278  -4.177  3.430  0.34
H  -1.794  -3.395  1.100  0.34
H  -3.954  -2.316  1.763  0.58
H  -3.034  -0.924  2.354  0.28
H  -2.921  1.621  1.182  0.35
H  -1.316  0.920  1.591  0.23
H  2.350  4.095  -1.101  0.61
H  2.225  2.938  0.229  0.45
H  2.558  1.044  -1.359  0.06
H  2.696  2.180  -2.714  0.36
H  4.967  0.970  0.285  0.36
H  -0.344  4.654  -1.894  0.37
H  0.976  3.969  -2.835  0.42
H  -2.065  4.569  -3.360  0.20
H  -2.410  3.210  -4.379  0.27
H  -1.252  -0.047  -1.822  0.35
H  -2.839  0.755  -1.937  0.47
H  -0.619  -0.916  1.629  -1.42
H  -0.211  -1.826  3.067  0.83
H  0.080  -4.635  1.358  0.37
H  1.803  -4.380  1.089  0.50
H  1.113  -4.091  2.689  0.35
H  1.770  -0.662  1.286  0.26
H  2.173  -1.769  2.610  0.40
H  2.786  -2.086  0.981  0.45
H  0.249  -1.389  -0.557  -0.15
H  1.234  -2.830  -0.849  0.55
H  -0.499  -2.993  -0.563  0.30

Calculated values
Calculated total energy (a.u.): -1779.58149
HOMO level (eV): -9.46
M (u): 423.51
LUMO energy (eV): 0.33
ΔE to the lowest compared entry with this formula, charge and spin (kJ/mol): 23.6
SMILES string: C[C@@H](CC(=O)N1CC(F)(C(=O)N(CCS(=O)(=O)O)CC(N)=O)C1)CC(C)(C)C

=====

The following is a DFT calculation (ωB97M-V with the def2-TZVPD basis set) of one molecule with the formula C17H30FN3O6S.

Last column: Mulliken charge in e.
Geometry (Å):
C  4.239  -1.617  1.477  -1.82
C  3.464  -0.806  0.442  0.80
C  3.152  -1.699  -0.768  -1.13
C  2.537  -0.884  -1.883  0.53
O  3.109  0.063  -2.387  -0.65
N  1.295  -1.252  -2.312  0.09
C  0.228  -1.991  -1.635  -0.81
C  -0.778  -0.971  -2.221  1.06
F  -1.772  -1.532  -3.006  -0.46
C  -1.373  -0.048  -1.157  0.24
O  -0.844  1.027  -0.928  -0.62
N  -2.439  -0.488  -0.447  0.42
C  -2.963  0.410  0.580  -1.15
C  -3.657  1.628  -0.020  -0.34
S  -4.182  2.737  1.249  1.23
O  -4.752  3.903  0.649  -0.63
O  -4.874  1.993  2.249  -0.62
O  -2.793  3.165  1.916  -0.46
C  -3.035  -1.796  -0.594  -1.25
C  -4.297  -1.772  -1.456  0.73
N  -4.698  -2.987  -1.908  -0.38
O  -4.915  -0.749  -1.654  -0.60
C  0.376  -0.355  -3.022  -1.15
C  2.180  -0.192  1.028  0.85
C  2.263  1.271  1.507  2.29
C  3.407  1.480  2.498  -2.18
C  0.938  1.615  2.191  -1.79
C  2.445  2.200  0.303  -1.62
H  3.646  -2.472  1.813  0.39
H  5.173  -2.000  1.059  0.44
H  4.483  -1.020  2.355  0.35
H  4.104  -0.003  0.069  0.26
H  4.079  -2.127  -1.156  0.51
H  2.509  -2.531  -0.469  0.34
H  0.077  -2.998  -2.033  0.41
H  0.291  -2.020  -0.546  0.34
H  -3.671  -0.148  1.188  0.63
H  -2.137  0.733  1.216  0.20
H  -2.990  2.186  -0.674  0.34
H  -4.554  1.339  -0.567  0.29
H  -2.495  3.991  1.507  0.35
H  -2.316  -2.510  -0.992  0.30
H  -3.323  -2.159  0.396  0.65
H  -4.074  -3.774  -1.910  0.21
H  -5.500  -3.016  -2.515  0.27
H  0.567  0.699  -2.837  0.31
H  0.299  -0.564  -4.089  0.40
H  1.377  -0.211  0.282  -1.59
H  1.839  -0.819  1.862  0.74
H  4.380  1.290  2.040  0.38
H  3.409  2.513  2.854  0.48
H  3.303  0.828  3.369  0.36
H  0.106  1.496  1.493  0.17
H  0.762  0.972  3.057  0.40
H  0.940  2.651  2.538  0.49
H  1.605  2.099  -0.387  0.11
H  2.492  3.240  0.635  0.53
H  3.358  1.983  -0.251  0.34

Calculated values
Calculated total energy (a.u.): -1779.58549
HOMO level (eV): -9.75
M (u): 423.51
LUMO energy (eV): 0.17
ΔE to the lowest compared entry with this formula, charge and spin (kJ/mol): 13.2
SMILES string: C[C@@H](CC(=O)N1CC(F)(C(=O)N(CCS(=O)(=O)O)CC(N)=O)C1)CC(C)(C)C

=====

The following is a DFT calculation (ωB97M-V with the def2-TZVPD basis set) of C17H30N2O3S as an isolated structure.

Last column: Mulliken charge in e.
Geometry (Å):
C  2.508  -0.920  2.422  -0.57
O  2.783  -0.977  1.039  -0.39
C  2.319  0.162  0.341  -1.04
C  3.022  1.439  0.733  0.79
C  2.303  2.430  1.315  -0.96
C  2.963  3.623  1.696  0.73
N  2.426  4.697  2.283  -0.69
S  3.629  5.735  2.508  0.16
N  4.860  4.918  1.894  -0.73
C  4.368  3.749  1.473  0.80
C  5.092  2.700  0.855  -1.06
C  4.443  1.568  0.482  0.92
C  5.189  0.476  -0.229  -1.54
H  3.204  -0.261  2.952  0.27
H  2.624  -1.927  2.817  0.25
H  1.494  -0.558  2.617  0.21
H  1.241  0.273  0.498  0.38
H  2.480  -0.039  -0.719  0.40
H  1.242  2.296  1.485  0.68
H  6.152  2.805  0.670  0.38
H  6.254  0.701  -0.241  0.39
H  4.864  0.403  -1.269  0.31
H  5.047  -0.492  0.245  0.29
C  -3.589  3.216  1.736  -1.16
C  -2.477  2.705  0.837  -0.33
O  -1.752  1.615  1.378  -0.33
C  -2.497  0.442  1.656  -0.43
C  -3.169  -0.171  0.440  -1.04
H  -3.191  3.500  2.711  0.31
H  -4.057  4.091  1.284  0.40
H  -4.368  2.469  1.893  0.27
H  -1.734  3.490  0.692  0.36
H  -2.870  2.452  -0.154  0.33
H  -3.229  0.630  2.450  0.35
H  -1.769  -0.261  2.061  0.31
H  -3.924  0.489  0.010  0.27
H  -3.663  -1.103  0.716  0.41
H  -2.435  -0.393  -0.335  0.29
C  -3.934  -4.769  -2.996  -1.06
C  -3.608  -3.285  -2.973  -0.35
O  -2.673  -2.913  -1.978  -0.35
C  -1.394  -3.517  -2.063  -0.33
C  -0.653  -3.224  -3.356  -1.11
H  -4.301  -5.094  -2.022  0.29
H  -4.704  -4.967  -3.742  0.39
H  -3.065  -5.377  -3.250  0.27
H  -4.507  -2.716  -2.737  0.33
H  -3.272  -2.952  -3.962  0.30
H  -1.466  -4.598  -1.897  0.31
H  -0.836  -3.106  -1.221  0.32
H  -1.164  -3.637  -4.226  0.30
H  0.344  -3.666  -3.318  0.39
H  -0.551  -2.148  -3.503  0.29

Calculated values
Calculated total energy (a.u.): -1399.12708
HOMO level (eV): -8.87
M (u): 342.50
LUMO energy (eV): -0.23

=====

The following is a DFT calculation (ωB97M-V with the def2-TZVPD basis set) of one molecule with the formula C17H30N4O2.

Last column: Mulliken charge in e.
Geometry (Å):
C  -0.784  -0.135  0.872  -0.30
O  -1.415  0.713  -0.064  -0.43
C  -2.092  0.018  -1.115  -0.25
C  -1.377  0.359  -2.417  -1.41
N  0.011  -0.027  -2.352  0.01
C  0.358  -1.354  -2.403  0.62
O  -0.460  -2.216  -2.700  -0.73
N  1.643  -1.648  -2.031  0.24
C  2.039  -3.030  -1.862  -1.10
C  2.666  -0.642  -1.812  -1.79
C  2.712  -0.154  -0.400  1.24
C  2.416  1.094  0.064  -1.14
N  2.488  1.007  1.434  0.27
C  2.840  -0.269  1.737  0.46
N  2.983  -0.994  0.652  -0.74
C  2.980  -0.732  3.145  -0.55
C  3.145  0.454  4.094  -0.73
C  2.119  1.535  3.783  -0.61
C  2.328  2.095  2.389  -0.59
C  -3.590  0.355  -1.089  2.11
C  -4.148  -0.054  0.273  -1.82
C  -4.316  -0.440  -2.174  -1.89
C  -3.826  1.850  -1.294  -1.81
H  -0.318  0.501  1.626  -0.05
H  -1.507  -0.793  1.369  0.37
H  -0.005  -0.750  0.406  0.15
H  -1.988  -1.063  -0.964  0.87
H  -1.847  -0.138  -3.263  0.29
H  -1.415  1.435  -2.589  0.42
H  0.630  0.610  -1.885  0.23
H  1.188  -3.672  -2.060  0.35
H  2.842  -3.286  -2.561  0.33
H  2.393  -3.199  -0.844  0.32
H  3.624  -1.097  -2.076  0.55
H  2.535  0.195  -2.502  0.54
H  2.144  2.012  -0.431  0.44
H  2.086  -1.303  3.417  0.22
H  3.823  -1.418  3.215  0.32
H  3.040  0.122  5.128  0.35
H  4.154  0.868  3.997  0.31
H  1.110  1.120  3.866  0.28
H  2.188  2.350  4.505  0.37
H  3.223  2.724  2.362  0.38
H  1.480  2.705  2.079  0.38
H  -3.675  0.511  1.078  0.33
H  -5.223  0.134  0.318  0.46
H  -3.987  -1.119  0.462  0.37
H  -4.038  -0.114  -3.178  0.39
H  -4.098  -1.508  -2.097  0.39
H  -5.396  -0.309  -2.076  0.45
H  -3.531  2.176  -2.294  0.37
H  -4.886  2.084  -1.175  0.47
H  -3.266  2.437  -0.564  0.30

Calculated values
Calculated total energy (a.u.): -1035.32489
HOMO level (eV): -8.59
M (u): 322.45
LUMO energy (eV): 0.66
ΔE to the lowest compared entry with this formula, charge and spin (kJ/mol): 60.5
SMILES string: CO[C@H](CNC(=O)N(C)Cc1cn2c(n1)CCCC2)C(C)(C)C

=====

The following is a DFT calculation (ωB97M-V with the def2-TZVPD basis set) of an isolated ion of composition C17H30NO3 and charge +1.

Last column: Mulliken charge in e.
Geometry (Å):
C  -1.934  0.529  3.334  -0.84
O  -2.225  -0.139  2.093  -0.19
C  -2.691  -1.479  2.285  -0.65
C  -1.511  -2.539  2.460  -0.87
C  -0.250  -2.203  1.578  0.14
C  0.963  -1.563  2.365  -0.28
C  2.365  -1.886  1.649  -0.81
C  2.983  -0.637  0.907  -0.80
C  3.119  -0.812  -0.666  -0.82
C  1.855  -1.474  -1.341  1.06
C  1.442  -0.788  -2.730  -1.07
N  0.099  -0.132  -2.457  0.23
O  -0.908  -1.070  -2.288  -0.38
C  -0.347  0.764  -3.573  -0.60
O  -1.622  1.340  -3.289  -0.39
C  -1.389  2.358  -2.313  0.38
C  -0.860  3.670  -2.652  -0.40
C  -0.619  4.625  -1.555  -0.50
C  -0.911  4.236  -0.169  -0.40
C  -1.481  2.934  0.181  -0.33
C  -1.714  1.998  -0.920  -0.27
H  -2.507  1.499  3.338  0.25
H  -2.287  -0.074  4.214  0.42
H  -0.829  0.712  3.436  0.25
H  -3.405  -1.559  3.155  0.43
H  -3.308  -1.736  1.375  0.32
H  -1.281  -2.751  3.538  0.36
H  -1.937  -3.503  2.050  0.28
H  0.130  -3.129  1.074  0.56
H  -0.565  -1.471  0.788  -0.48
H  0.993  -1.934  3.421  0.43
H  0.865  -0.443  2.353  -0.06
H  2.301  -2.818  1.032  0.39
H  3.068  -2.128  2.499  0.40
H  4.036  -0.504  1.288  0.34
H  2.447  0.328  1.120  0.41
H  4.029  -1.439  -0.864  0.35
H  3.302  0.224  -1.076  0.29
H  2.015  -2.561  -1.556  0.53
H  1.003  -1.386  -0.615  -0.84
H  1.391  -1.521  -3.571  0.34
H  2.143  0.063  -2.940  0.43
H  0.233  0.377  -1.561  0.42
H  -0.697  -1.876  -2.799  0.39
H  -0.455  0.170  -4.522  0.31
H  0.375  1.600  -3.762  0.41
H  -0.636  3.961  -3.709  0.44
H  -0.203  5.637  -1.768  0.37
H  -0.722  4.941  0.681  0.36
H  -1.719  2.614  1.224  0.26
H  -2.145  0.977  -0.740  0.47

Calculated values
Calculated total energy (a.u.): -945.81580
HOMO level (eV): -12.16
M (u): 296.43
Total charge: +1
LUMO energy (eV): -2.67
ΔE to the lowest compared entry with this formula, charge and spin (kJ/mol): 547.9
SMILES string: COCCCCCCCCC[N@H+](O)COc1ccccc1